This record from the Open Molecules 2025 dataset describes a molecular structure, C15H26Br6O6. The level of theory is ωB97M-V/def2-TZVPD.

Geometry as XYZ:
```
53
Properties=species:S:1:pos:R:3:mulliken_charge:R:1
C 0.2332 -0.1679 0.4571 -1.964
C 0.0635 0.3927 -0.8935 0.851
C 1.3733 0.5804 -1.5426 0.066
O 1.2776 -0.2246 -2.6713 -0.356
C 0.1083 -0.8853 -2.7677 0.694
O -0.2126 -1.6579 -3.6593 -0.579
O -0.6321 -0.5166 -1.7172 -0.329
H -0.7022 -0.2113 1.0151 0.464
H 0.8572 0.3740 1.1677 0.429
H 0.8041 -1.0964 0.4488 0.431
H -0.5701 1.2766 -0.8190 0.004
H 2.1430 0.2276 -0.8562 0.129
H 1.4952 1.5923 -1.9290 0.016
C 2.1126 -1.5929 5.5054 -1.050
C 2.0623 -1.8698 3.9954 0.750
O 1.5115 -2.9071 3.4863 -0.584
C 2.6317 -0.9143 2.9320 -0.433
H 3.1650 -1.5699 5.7883 0.309
H 1.6186 -2.3364 6.1309 0.301
H 1.5746 -0.6475 5.5749 0.277
H 3.7163 -0.8293 2.9990 0.451
H 2.2594 0.0974 3.0927 0.312
H 2.3270 -1.2714 1.9483 -0.332
C 0.1563 4.7482 -2.1050 -0.975
C -0.4377 4.8338 -0.6965 0.924
O -0.2591 3.9006 0.0674 -0.426
C -0.8784 6.1857 -0.2246 -1.387
H 1.0560 4.1330 -2.1107 0.247
H 0.2845 5.7463 -2.5240 0.335
H -0.5566 4.1741 -2.6967 0.280
H -1.1429 6.1482 0.8322 0.308
H -1.8149 6.5397 -0.6556 0.363
H -0.1541 6.9966 -0.3011 0.380
C -2.4004 -3.7295 -2.7290 -0.955
C -3.0652 -5.0813 -2.4010 0.727
O -2.4883 -6.1880 -2.5118 -0.575
C -4.2198 -5.0868 -1.4069 -1.028
H -2.7126 -3.0114 -1.9707 0.299
H -2.4303 -3.4313 -3.7770 0.326
H -1.3263 -3.9088 -2.6807 0.289
H -3.8728 -5.2594 -0.3881 0.258
H -4.9128 -5.9117 -1.5720 0.321
H -4.7728 -4.1547 -1.5236 0.337
C 4.4098 -1.8244 -2.2921 -0.163
Br 4.1549 -3.5263 -3.3031 0.020
Br 6.3506 -1.2414 -2.2488 -0.055
Br 3.8357 -1.9266 -0.4029 0.049
H 3.8423 -0.9645 -2.6477 0.225
C -3.1391 3.3212 3.0697 -0.374
Br -1.8540 2.0528 2.2976 0.068
Br -4.6689 2.1582 3.6764 -0.050
Br -3.4696 4.5926 1.6234 -0.043
H -2.7304 3.8726 3.9164 0.417
```

Its spin multiplicity is 1. The calculation puts the LUMO energy at -0.01869 hartree. The calculation puts the strongest force on any atom at 5.128 eV/Å.

---

This record from the Open Molecules 2025 dataset describes 13 unconnected molecules or ions with the total composition C24H64BO30. The level of theory is ωB97M-V/def2-TZVPD.

Geometry as XYZ:
```
119
Properties=species:S:1:pos:R:3:mulliken_charge:R:1
O 3.6573 -0.4904 0.5971 -0.687
C 2.5543 -0.1849 0.2245 0.130
O 1.6518 -1.0060 -0.2533 -0.883
B 0.3988 -0.2556 -0.4764 1.141
O 0.6850 1.1321 -0.0953 0.084
C 1.9386 1.2283 0.3092 0.358
O 2.5341 2.2074 0.6507 -0.520
O -0.7499 -0.7540 0.3476 -0.258
C -1.7347 -1.1356 -0.4225 0.582
O -2.7730 -1.6469 -0.1187 -0.883
C -1.3237 -0.8342 -1.8973 0.598
O -0.0929 -0.3651 -1.8583 -0.321
O -1.9960 -1.0827 -2.8541 -0.878
O -3.9437 0.1731 -4.4683 -0.736
H -3.1751 -0.2316 -4.0314 0.470
H -4.4091 0.5963 -3.7293 0.404
O 5.1360 2.8277 1.7640 -0.674
H 5.8031 2.1324 1.9156 0.439
H 4.4613 2.3840 1.2294 0.274
C -1.7327 0.2604 3.9340 -0.090
C -0.5724 1.1802 3.6741 1.114
O -0.5841 2.3130 4.5141 -0.695
O -2.9848 0.7082 3.4254 -0.497
H -1.7785 0.0366 5.0100 0.370
H -1.5137 -0.7321 3.5209 -0.084
H -0.6691 1.5632 2.6497 -0.066
H 0.3424 0.5989 3.8298 -0.696
H -0.3316 3.0859 4.0012 0.515
H -3.5350 -0.0982 3.3863 0.390
C 6.2627 -0.5279 2.7048 -0.058
C 6.5606 -1.5814 1.6492 -0.252
O 7.9654 -1.8949 1.6347 -0.578
O 6.8308 0.7129 2.3570 -0.562
H 6.7171 -0.8831 3.6415 0.276
H 5.1974 -0.4589 2.9196 0.107
H 6.3814 -1.1590 0.6583 0.104
H 5.9861 -2.5101 1.6784 0.332
H 8.1106 -2.6798 2.1689 0.321
H 7.7769 0.6535 2.5207 0.288
C -5.6875 0.5967 -1.0129 -0.668
C -4.9013 0.6675 0.2726 0.913
O -4.8924 2.0035 0.7871 -0.625
O -5.0177 1.3118 -2.0718 -0.527
H -6.6863 1.0322 -0.9160 0.332
H -5.7946 -0.4523 -1.2840 0.335
H -3.9199 0.2145 0.1322 -0.553
H -5.4621 0.0850 1.0105 0.135
H -4.4218 1.9601 1.6244 0.325
H -4.8210 2.1671 -1.6662 0.286
C 4.7041 5.3907 -0.6012 -0.703
C 3.2138 5.1897 -0.8572 1.225
O 2.8021 6.1345 -1.8626 -0.623
O 5.6113 4.7184 -1.4444 -0.535
H 4.8521 5.2020 0.4677 0.243
H 4.9123 6.4537 -0.7256 0.406
H 2.6460 5.3473 0.0657 -0.350
H 2.9177 4.1862 -1.1872 -0.274
H 1.8391 6.0582 -1.8866 0.278
H 5.4587 3.7710 -1.3621 0.323
C -1.8887 -4.3758 -6.2755 -0.556
C -1.3689 -3.2868 -5.3643 0.488
O 0.0576 -3.3310 -5.3064 -0.558
O -1.4863 -5.6691 -5.8361 -0.503
H -1.5015 -4.2271 -7.2914 0.338
H -2.9698 -4.2368 -6.4153 0.342
H -1.7348 -3.3480 -4.3391 -0.445
H -1.7542 -2.3706 -5.8112 0.295
H 0.2653 -4.0427 -4.6947 0.340
H -1.6481 -6.2818 -6.5568 0.282
C -0.0406 3.1518 -2.4156 1.681
C -0.0311 2.4835 -3.7909 -1.062
O -1.2607 1.9688 -4.1996 -0.382
O -0.6035 4.4754 -2.5472 -0.534
H 0.9705 3.2683 -2.0202 -0.651
H -0.6210 2.5703 -1.6991 -0.427
H 0.7184 1.6880 -3.7338 0.335
H 0.4489 3.1488 -4.5225 0.532
H -1.9522 2.6295 -4.2824 0.344
H -1.0681 4.5886 -3.3762 0.310
C -0.6147 5.9080 0.8433 -0.371
C 0.1205 4.6466 1.3031 0.446
O -0.3614 4.1906 2.5473 -0.586
O -0.0960 6.3989 -0.3810 -0.519
H -0.5442 6.6804 1.6035 0.323
H -1.6575 5.5905 0.7083 0.330
H 1.1891 4.8674 1.3300 -0.086
H 0.0509 3.8180 0.5879 -0.159
H -1.2992 3.9781 2.4758 0.308
H -0.2048 5.6679 -1.0201 0.195
C 2.6533 -2.4754 3.7639 -0.414
C 2.0949 -3.7512 3.1307 -0.477
O 1.8673 -3.4626 1.7320 -0.620
O 1.5880 -1.5167 3.7248 -0.367
H 3.6065 -2.1992 3.3023 0.041
H 2.9195 -2.6497 4.8173 0.581
H 1.0989 -3.9895 3.5198 0.218
H 2.7340 -4.6221 3.2781 0.405
H 1.7470 -2.5017 1.7606 0.155
H 1.9664 -0.7570 4.1895 0.194
C -0.4568 -4.5758 -0.9401 0.207
C -1.8695 -4.8225 -1.4736 0.233
O -2.2542 -6.2047 -1.3573 -0.608
O -0.4460 -4.5579 0.4931 -0.488
H -0.0495 -3.5953 -1.2254 -0.048
H 0.2345 -5.3218 -1.3582 0.390
H -1.8908 -4.5315 -2.5280 -0.046
H -2.6205 -4.2938 -0.8912 -0.174
H -1.7814 -6.6699 -2.0559 0.375
H 0.3788 -4.1036 0.7449 0.324
C -4.3087 -2.2327 1.9380 0.429
C -3.4174 -3.3751 2.3490 0.360
O -4.1599 -4.3323 3.1307 -0.617
O -4.5959 -1.4189 3.0916 -0.644
H -5.2897 -2.5390 1.5658 0.392
H -3.8240 -1.6214 1.1748 -0.153
H -2.5424 -3.0027 2.8768 -0.150
H -3.0844 -3.9316 1.4676 -0.054
H -4.4774 -4.9921 2.5167 0.372
H -5.3389 -1.8217 3.5471 0.310
```

Its energy relative to the best compared isomer or geometry (same formula, charge and spin) is 77.6 kJ/mol. Its spin multiplicity is 1. The calculation puts the LUMO energy at 0.07197 hartree. Its total charge is -1. The calculation puts the strongest force on any atom at 1.891 eV/Å.

---

This record from the Open Molecules 2025 dataset describes a molecular structure, C4H10I2N. The level of theory is ωB97M-V/def2-TZVPD.

Geometry as XYZ:
```
17
Properties=species:S:1:pos:R:3:mulliken_charge:R:1
C 1.0415 0.1500 -1.4413 -0.888
C -0.7075 -0.1690 1.8543 -0.923
C 0.6915 -0.5815 -0.1879 -0.521
C -1.5174 2.1035 -0.1151 -0.605
N 0.0101 0.3975 0.7344 -0.077
I -3.3725 1.4157 0.1535 0.468
I -0.6861 3.5725 1.0467 0.370
H 0.6405 1.2265 -1.5849 0.164
H 2.1222 0.2798 -1.4503 0.312
H 0.7830 -0.3827 -2.3483 0.276
H -0.0854 -0.0102 2.7275 0.327
H -1.4691 0.5937 2.1019 0.359
H -0.9525 -1.2366 1.7148 0.268
H 1.5569 -1.0199 0.1395 0.367
H -0.1026 -1.3141 -0.3909 0.353
H -1.1222 2.0656 -1.1559 0.438
H 0.6077 1.1432 1.0480 0.315
```

Its energy relative to the best compared isomer or geometry (same formula, charge and spin) is 208.9 kJ/mol. Its spin multiplicity is 1. The calculation puts the LUMO energy (spin up / spin down) at -0.21877 / -0.21876 hartree. Its total charge is +1. The calculation puts the strongest force on any atom at 4.730 eV/Å.

---

This record from the Open Molecules 2025 dataset describes a molecular structure, C9H47BNO21PS. The level of theory is ωB97M-V/def2-TZVPD.

Geometry as XYZ:
```
81
Properties=species:S:1:pos:R:3:mulliken_charge:R:1
C -1.4142 -0.3152 1.8874 -0.920
C -1.4695 0.3283 0.4935 -0.355
B -0.5750 -0.3500 -0.6094 0.212
O -1.1083 -0.5420 -1.8690 -0.524
C 0.9658 -0.8172 -0.3531 -0.935
C 0.9959 -2.2773 0.1385 -0.545
C -0.3354 -2.9727 -0.0438 -0.168
O -0.9647 -3.3107 0.8967 -0.560
O 1.3933 0.1739 0.6779 0.270
S 1.7507 1.5203 -0.1148 1.187
O 0.8375 2.5755 -0.0089 -0.719
O 3.0483 1.9107 0.2653 -0.580
O 1.6492 0.9255 -1.6419 -0.614
C 1.9420 -0.4537 -1.4760 1.129
C 3.3892 -0.8428 -1.0891 -1.374
C 4.5093 0.0272 -1.6622 0.312
C 4.2761 0.5135 -3.0994 -1.367
O 5.6683 -0.8320 -1.6857 -0.619
P 1.4971 -1.5842 -2.9254 1.149
N 1.2166 -0.8031 -4.2728 -1.038
H -2.0511 -1.1858 1.9502 0.276
H -0.4139 -0.5922 2.2106 0.180
H -1.7769 0.3950 2.6121 0.317
H -1.2626 1.3974 0.5078 0.448
H -2.4960 0.2377 0.1490 0.339
H -1.2922 0.3397 -2.2324 0.264
H 1.8280 -2.8019 -0.3225 0.369
H 1.2010 -2.2540 1.1965 0.269
H -0.7737 -3.1442 -1.0399 0.361
H 3.4890 -0.8166 -0.0097 0.302
H 3.6340 -1.8576 -1.3624 0.830
H 4.7738 0.8255 -0.9922 0.339
H 5.1778 0.8640 -3.5749 0.544
H 3.6331 1.3880 -3.0431 0.156
H 3.7554 -0.2041 -3.7225 0.326
H 6.3499 -0.3350 -2.1559 0.400
H 0.3157 -2.2670 -2.5807 -0.145
H 2.5274 -2.5297 -3.1041 0.106
H 1.3487 0.1932 -4.1297 0.314
O 1.8866 1.6655 3.4228 -0.667
H 2.6362 2.1483 3.0575 0.317
H 1.7433 0.9470 2.7964 0.320
O -4.1624 0.6818 3.1313 -0.581
H -4.8001 1.3220 2.7978 0.368
H -4.1685 0.8400 4.0794 0.243
O 3.5206 -3.0993 1.6593 -0.517
H 4.0482 -3.9055 1.6840 0.255
H 3.3616 -2.8948 2.5881 0.277
O 6.2876 2.6210 -1.8710 -0.587
H 6.5941 3.1327 -2.6277 0.289
H 5.9596 3.2929 -1.2587 0.330
O 7.3073 4.9311 -0.4279 -0.665
H 7.8147 4.1122 -0.4039 0.320
H 7.1420 5.1312 0.5053 0.351
O -3.7963 -3.4643 0.0021 -0.754
H -2.8739 -3.5846 0.2698 0.392
H -3.9348 -2.5052 0.0593 0.366
O -2.8217 -5.4959 -1.8198 -0.706
H -2.5651 -4.9549 -2.5766 0.325
H -3.1895 -4.8571 -1.1878 0.396
O -1.3826 -2.2043 -4.9114 -0.628
H -1.1519 -2.8294 -5.6066 0.284
H -0.6749 -1.5366 -4.9439 0.362
O -5.6678 -5.9101 -2.3981 -0.650
H -4.7359 -5.9983 -2.1450 0.398
H -5.8418 -4.9661 -2.3226 0.292
O -5.0934 -1.4383 1.2616 -0.631
H -5.3406 -2.2051 1.7905 0.286
H -5.1559 -0.6925 1.8754 0.288
O 7.1836 4.3885 2.4316 -0.675
H 7.7176 3.5966 2.5622 0.326
H 6.2735 4.0772 2.5050 0.339
O -5.7938 2.5004 4.2598 -0.573
H -6.4335 3.1374 3.9105 0.297
H -5.8001 2.6567 5.2102 0.276
O -6.7882 4.8871 2.7679 -0.610
H -6.4427 5.7491 2.5150 0.282
H -7.5786 4.7769 2.2270 0.324
O -9.4832 5.1219 3.3902 -0.623
H -9.7415 4.3617 3.9229 0.313
H -9.5448 5.8683 3.9958 0.314
```

Its spin multiplicity is 1. The calculation puts the LUMO energy at -0.00182 hartree. The calculation puts the strongest force on any atom at 3.235 eV/Å.